ORCA calculation (ωB97M-V with the def2-TZVPD basis set) on a structure of composition C38H31BrCl2HfN10O5 at a distorted geometry.

molar mass = 1037.03 g mol⁻¹
energy relative to the best compared isomer or geometry (same formula, charge and spin) = 3.792 eV
electronic energy = -161425.617 eV
HOMO energy = -12.664 eV

Geometry as ORCA input:
```
! wB97M-V def2-TZVPD RIJCOSX def2/J DEFGRID3
* xyz 2 1
Hf 0.78 -0.83 1.20
O 3.13 -4.09 2.07
C 2.34 -4.26 3.12
C 2.11 -5.55 3.59
C 1.83 -5.70 4.91
C 1.32 -4.61 5.67
C 1.25 -3.32 5.10
C 1.82 -3.17 3.84
C 2.01 -1.76 3.34
O 2.43 -1.70 1.99
N 0.69 -0.99 3.41
N 0.80 0.36 3.00
C 0.76 1.39 3.82
C 0.01 2.57 3.55
Br -1.95 2.42 3.27
C 0.38 3.85 3.89
C -0.28 5.13 3.74
C -0.25 5.94 4.98
C -0.65 7.33 4.86
C -1.24 7.82 3.75
C -1.35 7.02 2.57
C -0.75 5.69 2.59
H 3.12 -3.14 1.89
H 2.44 -6.39 2.95
H 2.02 -6.58 5.48
H 0.89 -4.67 6.68
H 0.86 -2.39 5.58
H 2.81 -1.16 3.87
H -0.12 -1.26 4.03
H 1.54 1.43 4.56
H 1.46 3.87 4.22
H -0.16 5.56 5.98
H -0.51 7.93 5.79
H -1.60 8.87 3.69
H -1.77 7.32 1.60
H -0.66 5.27 1.58
C 3.92 -0.09 -3.31
N 3.44 0.02 -1.93
C 2.24 -0.09 -1.37
N 2.30 0.18 -0.06
C 3.62 0.43 0.17
N 4.38 0.40 -0.96
C 3.10 -0.98 -4.21
C 3.70 -1.96 -5.05
C 2.94 -2.77 -5.89
C 1.57 -2.65 -6.00
C 1.03 -1.53 -5.36
C 1.76 -0.75 -4.43
C -0.37 -1.33 -5.42
N -1.19 -1.84 -6.30
N -2.46 -1.31 -6.13
C -2.41 -0.58 -5.09
O -1.08 -0.47 -4.56
C -3.49 0.27 -4.54
C -4.70 0.61 -5.16
C -5.76 1.01 -4.36
C -5.53 1.23 -3.02
C -4.25 0.92 -2.40
C -3.97 1.59 -1.05
N -2.58 1.40 -0.51
C -1.91 0.24 -0.16
N -0.71 0.56 0.31
C -0.65 1.92 0.10
N -1.75 2.41 -0.41
C -3.28 0.27 -3.15
H 4.96 -0.39 -3.26
H 3.90 0.89 -3.78
H 1.39 -0.60 -1.88
H 4.01 0.87 1.08
H 4.73 -2.29 -4.96
H 3.58 -3.53 -6.39
H 0.97 -3.46 -6.42
H 1.25 0.02 -3.86
H -4.86 0.34 -6.19
H -6.77 1.11 -4.68
H -6.37 1.48 -2.42
H -4.66 1.15 -0.25
H -4.05 2.65 -1.00
H -2.21 -0.78 -0.36
H 0.26 2.52 0.28
H -2.36 0.06 -2.68
Cl -2.56 -3.52 -1.26
C -1.33 -4.13 0.02
Cl -0.32 -5.48 -0.65
C -0.60 -2.92 0.52
O -0.86 -2.40 1.64
O 0.30 -2.30 -0.25
H -1.82 -4.59 0.85
*
```

Atomic partial charges in e from the Mulliken method, atoms 1 to 8: 1.70 -0.71 0.49 -0.81 -0.42 -0.73 -0.89 -0.15